Entry 1:
The following is a DFT calculation (the ωB97M-V functional and the def2-TZVPD basis) of a molecular structure, C6H14IN2O7S2.

The gap between HOMO and LUMO is 8.35 eV. The total energy is -53534.6715 eV. For the LUMO energy, the calculation gives 2.51 eV. The value obtained for the strongest force on any atom is 0.2 eV/Å. The charge is -1. As for the molar mass: 417.223 g mol⁻¹. The calculation puts the HOMO energy at -5.84 eV.

CARTESIAN COORDINATES (ANGSTROEM)
C  4.543  -1.493  2.404
C  4.614  0.007  2.089
C  3.584  0.465  1.052
N  2.209  0.011  1.255
S  1.395  0.695  2.531
O  1.308  2.101  2.242
O  2.032  0.328  3.774
N  -0.092  0.083  2.430
S  -0.385  -1.434  2.302
O  0.742  -2.320  2.485
O  -1.640  -1.776  2.908
I  -0.896  -1.714  -0.125
H  3.983  -1.670  3.320
H  4.047  -2.060  1.612
H  5.542  -1.916  2.527
H  4.467  0.577  3.006
H  5.605  0.269  1.704
H  3.881  0.112  0.060
H  3.557  1.555  1.004
H  2.127  -1.000  1.299
C  -4.947  0.440  -1.148
O  -5.269  0.865  -2.485
C  -4.246  0.765  -3.330
O  -3.152  0.355  -3.055
O  -4.642  1.196  -4.534
C  -3.615  1.141  -5.527
H  -5.858  0.576  -0.574
H  -4.642  -0.604  -1.142
H  -4.142  1.046  -0.738
H  -3.271  0.118  -5.667
H  -2.770  1.764  -5.239
H  -4.070  1.517  -6.439

***

Entry 2:
The following is a DFT calculation (the ωB97M-V functional and the def2-TZVPD basis) of a molecular structure, C53H46F4GaNO2SSbTe.

The gap between HOMO and LUMO (alpha / beta) is 7.56 / 7.06 eV. The total energy is -149203.6100 eV. For the LUMO energy (alpha / beta), the calculation gives 0.20 / -1.02 eV. As for the spin multiplicity: 2. The value obtained for the strongest force on any atom is 0.7 eV/Å. The charge is 0. As for the molar mass: 1156.098 g mol⁻¹. The calculation puts the HOMO energy (alpha / beta) at -7.35 / -8.08 eV.

CARTESIAN COORDINATES (ANGSTROEM)
Ga  1.170  1.316  -0.780
F  8.599  -1.784  0.352
C  7.466  -1.346  -0.236
C  6.351  -1.130  0.548
C  5.194  -0.677  -0.070
C  5.164  -0.451  -1.442
C  6.311  -0.680  -2.201
C  7.475  -1.131  -1.601
Sb  3.402  0.223  -2.359
C  4.191  1.747  -3.589
C  5.277  2.508  -3.168
C  5.736  3.574  -3.928
C  5.084  3.865  -5.110
F  5.528  4.897  -5.859
C  4.000  3.138  -5.558
C  3.557  2.078  -4.782
C  3.105  -1.248  -3.852
C  3.754  -1.218  -5.083
C  3.551  -2.218  -6.022
C  2.687  -3.247  -5.707
F  2.484  -4.223  -6.615
C  2.021  -3.313  -4.500
C  2.237  -2.302  -3.577
H  6.397  -1.313  1.611
H  4.312  -0.496  0.535
H  6.307  -0.506  -3.269
H  8.376  -1.316  -2.168
H  5.788  2.275  -2.242
H  6.580  4.173  -3.620
H  3.523  3.403  -6.491
H  2.715  1.494  -5.131
H  4.427  -0.408  -5.328
H  4.045  -2.208  -6.982
H  1.348  -4.134  -4.302
H  1.704  -2.344  -2.634
C  -6.226  -4.060  3.677
C  -5.282  -3.134  2.966
C  -4.886  -3.376  1.661
C  -4.008  -2.525  0.991
C  -3.615  -2.865  -0.418
C  -3.526  -1.404  1.658
Te  -2.041  -0.189  0.714
N  -0.532  0.847  -1.143
C  -1.417  0.662  -2.064
O  -2.535  0.112  -1.788
C  -1.259  1.069  -3.508
C  -0.246  1.924  -3.929
C  -0.166  2.308  -5.260
C  -1.082  1.830  -6.185
C  -2.096  0.980  -5.769
C  -2.189  0.613  -4.438
C  -3.138  1.605  0.800
C  -4.476  1.635  0.407
C  -5.221  0.452  -0.143
C  -5.169  2.837  0.544
C  -4.575  3.982  1.053
C  -5.345  5.264  1.184
C  -3.242  3.912  1.430
C  -2.504  2.741  1.308
C  -1.056  2.777  1.703
C  -3.893  -1.142  2.980
C  -3.385  0.052  3.737
C  -4.770  -2.014  3.611
H  -6.594  -4.837  3.009
H  -7.086  -3.518  4.071
H  -5.739  -4.549  4.521
H  -5.273  -4.244  1.141
H  -4.373  -3.500  -0.874
H  -2.673  -3.417  -0.438
H  -3.483  -1.987  -1.053
H  0.449  2.354  -3.209
H  0.600  3.003  -5.575
H  -1.013  2.132  -7.220
H  -2.821  0.611  -6.480
H  -2.981  -0.036  -4.097
H  -4.637  -0.071  -0.900
H  -6.147  0.791  -0.601
H  -5.474  -0.261  0.644
H  -6.207  2.867  0.239
H  -6.391  5.126  0.918
H  -4.933  6.034  0.530
H  -5.303  5.648  2.204
H  -2.751  4.793  1.828
H  -0.880  3.599  2.397
H  -0.423  2.957  0.827
H  -0.707  1.858  2.177
H  -2.313  0.208  3.590
H  -3.554  -0.079  4.804
H  -3.890  0.967  3.421
H  -5.061  -1.813  4.635
C  1.723  -3.485  9.267
C  1.841  -2.779  7.938
O  2.802  -2.849  7.231
S  0.365  -1.849  7.538
C  0.775  -1.279  5.920
C  1.683  -0.240  5.745
C  1.980  0.214  4.475
C  1.368  -0.362  3.361
C  0.457  -1.401  3.540
C  0.167  -1.858  4.811
C  1.618  0.147  2.048
C  1.676  0.604  0.929
H  2.689  -3.454  9.767
H  1.466  -4.527  9.071
H  0.954  -3.052  9.904
H  2.152  0.209  6.609
H  2.681  1.025  4.331
H  -0.021  -1.840  2.672
H  -0.538  -2.664  4.950
F  1.835  2.910  -1.231

***

Entry 3:
The following is a DFT calculation (the ωB97M-V functional and the def2-TZVPD basis) of a single C5H4F2 molecule.

The gap between HOMO and LUMO is 9.11 eV. The total energy is -10681.6415 eV. For the LUMO energy, the calculation gives -0.04 eV. As for the SMILES: FC1=CC=C[C@H]1F. The value obtained for the strongest force on any atom is 6.8 eV/Å. The charge is 0. As for the molar mass: 102.083 g mol⁻¹. The calculation puts the HOMO energy at -9.15 eV.

CARTESIAN COORDINATES (ANGSTROEM)
C  -0.138  0.807  0.329
C  1.411  0.959  -0.126
C  1.850  -0.387  -0.037
C  0.727  -1.364  0.002
C  -0.467  -0.720  -0.050
H  -0.226  0.757  1.453
H  1.914  1.854  -0.090
H  2.875  -0.720  0.058
H  1.139  -2.343  -0.271
F  -1.123  1.797  -0.183
F  -1.766  -1.277  -0.024

***

What did the third record say?
The following is a DFT calculation (the ωB97M-V functional and the def2-TZVPD basis) of a single C5H4F2 molecule.

The gap between HOMO and LUMO is 9.11 eV. The total energy is -10681.6415 eV. For the LUMO energy, the calculation gives -0.04 eV. As for the SMILES: FC1=CC=C[C@H]1F. The value obtained for the strongest force on any atom is 6.8 eV/Å. The charge is 0. As for the molar mass: 102.083 g mol⁻¹. The calculation puts the HOMO energy at -9.15 eV.

CARTESIAN COORDINATES (ANGSTROEM)
C  -0.138  0.807  0.329
C  1.411  0.959  -0.126
C  1.850  -0.387  -0.037
C  0.727  -1.364  0.002
C  -0.467  -0.720  -0.050
H  -0.226  0.757  1.453
H  1.914  1.854  -0.090
H  2.875  -0.720  0.058
H  1.139  -2.343  -0.271
F  -1.123  1.797  -0.183
F  -1.766  -1.277  -0.024

***

Please write out number 3 again, unchanged.
The following is a DFT calculation (the ωB97M-V functional and the def2-TZVPD basis) of a single C5H4F2 molecule.

The gap between HOMO and LUMO is 9.11 eV. The total energy is -10681.6415 eV. For the LUMO energy, the calculation gives -0.04 eV. As for the SMILES: FC1=CC=C[C@H]1F. The value obtained for the strongest force on any atom is 6.8 eV/Å. The charge is 0. As for the molar mass: 102.083 g mol⁻¹. The calculation puts the HOMO energy at -9.15 eV.

CARTESIAN COORDINATES (ANGSTROEM)
C  -0.138  0.807  0.329
C  1.411  0.959  -0.126
C  1.850  -0.387  -0.037
C  0.727  -1.364  0.002
C  -0.467  -0.720  -0.050
H  -0.226  0.757  1.453
H  1.914  1.854  -0.090
H  2.875  -0.720  0.058
H  1.139  -2.343  -0.271
F  -1.123  1.797  -0.183
F  -1.766  -1.277  -0.024